i) The following is a DFT calculation (ωB97M-V with the def2-TZVPD basis set) of C3H10NO2 as an isolated structure.

Output
Lowest unoccupied orbital energy, eV: 3.57
Gap between HOMO and LUMO, hartree: 0.252
Net charge: -1

```
16
C3H10NO2 | the OMol25 dataset | ωB97M-V with the def2-TZVPD basis set
C -0.3340 1.0239 0.7068
O -1.9207 1.8462 0.8878
C -0.6194 -0.3837 0.1164
C -0.4240 -0.2351 -1.4462
N 0.2079 -1.5127 0.5334
H -0.1108 1.0077 1.7704
H 0.6735 1.3441 0.1270
H -1.7381 -0.5059 0.3105
H 0.6220 0.0750 -1.7139
H -0.6844 -1.1940 -1.8932
H -0.9636 0.5204 -2.0222
H 0.1943 -1.3389 1.5557
H 1.2348 -1.4744 0.1885
H -0.9450 1.8910 0.1891
H 3.0729 -0.0622 -0.7463
O 2.6024 -0.8592 -0.6079
```


ii) The following is a DFT calculation (ωB97M-V with the def2-TZVPD basis set) of a 2-piece molecular cluster, C3H10NO2 overall.

Output
Lowest unoccupied orbital energy, eV: 4.26
Gap between HOMO and LUMO, hartree: 0.267
Net charge: -1

```
16
C3H10NO2 | the OMol25 dataset | ωB97M-V with the def2-TZVPD basis set
C -1.1702 -1.1330 -0.2718
C -0.5056 -0.9053 1.0853
C 0.7695 -0.0585 1.1315
O 0.5675 1.2546 0.8757
N -0.2922 -1.9567 -1.1899
H -1.2377 -0.1661 -0.7807
H -2.1050 -1.6794 -0.2587
H -1.2452 -0.5606 1.8133
H -0.2803 -1.9385 1.4379
H 1.4844 -0.5257 0.4409
H 1.1764 -0.2197 2.1602
H -0.4744 -2.9236 -0.9523
H 0.6650 -1.7928 -0.9097
H 1.2668 2.3293 -1.7874
H 0.2484 1.9954 -0.7123
O 0.4197 2.6401 -1.4474
```


The relative energies come out as i) 107.6; ii) 0.0, with values in kcal/mol.


i) The following is a DFT calculation (ωB97M-V with the def2-TZVPD basis set) of a 2-piece molecular cluster, C3H10NO2 overall.

Output
Lowest unoccupied orbital energy, eV: 4.12
Gap between HOMO and LUMO, hartree: 0.248
Net charge: -1

```
16
C3H10NO2 | the OMol25 dataset | ωB97M-V with the def2-TZVPD basis set
C 1.4467 -0.2200 -0.1971
C 0.6047 1.0113 0.1760
C -0.8684 0.9332 -0.3687
O -1.3984 -0.2998 -0.4048
N 1.7840 -0.2590 -1.6621
H 2.4038 -0.2519 0.3228
H 0.7390 -1.0106 0.1147
H 1.0662 1.8768 -0.3391
H 0.7966 1.1732 1.2480
H -1.3180 1.7027 0.3348
H -0.7978 1.3987 -1.3630
H 2.2426 -1.1648 -1.7409
H 0.8494 -0.3233 -2.0519
H -2.5208 -2.1484 2.4979
H -2.6513 -1.1575 1.2642
O -2.3783 -1.2604 2.1693
```


ii) The following is a DFT calculation (ωB97M-V with the def2-TZVPD basis set) of a 2-piece molecular cluster, C3H10NO2 overall.

Output
Lowest unoccupied orbital energy, eV: 4.01
Gap between HOMO and LUMO, hartree: 0.267
Net charge: -1

```
16
C3H10NO2 | the OMol25 dataset | ωB97M-V with the def2-TZVPD basis set
C 0.9699 0.7421 -0.5592
O 1.2238 -0.1412 -1.6760
C -0.4585 0.9538 0.0624
C -0.8099 0.5352 1.5863
N -1.3002 0.0589 -0.8961
H 1.6233 0.6727 0.3214
H 1.1646 1.8330 -1.0516
H -0.7699 2.0292 -0.2454
H -0.6107 -0.5929 1.8096
H -1.8423 0.9085 1.7510
H -0.1674 0.9886 2.3117
H -1.7040 -0.7757 -0.4446
H -0.7024 -0.3877 -1.5575
H 1.4544 -1.6556 -0.8744
H 0.5400 -2.5677 -0.0474
O 1.3892 -2.6011 -0.4904
```


The relative energies come out as i) 0.0; ii) 8.2, with values in kcal/mol.


i) The following is a DFT calculation (ωB97M-V with the def2-TZVPD basis set) of C2H6O2Rb as an isolated structure.

Output
Lowest unoccupied orbital energy, eV: -4.03
Gap between HOMO and LUMO, hartree: 0.352
Net charge: +1

```
11
C2H6O2Rb | the OMol25 dataset | ωB97M-V with the def2-TZVPD basis set
Rb -2.4326 -2.3925 -2.1395
C 0.5302 0.5867 0.7851
C -0.6466 0.2079 -0.1300
O -0.5412 -1.1399 -0.3307
O 1.8641 0.2825 0.4232
H 0.4245 0.0598 1.7335
H 0.5145 1.6393 1.0678
H -0.6647 0.7028 -1.1010
H -1.5807 0.3556 0.4119
H 0.3561 -1.3244 -0.6175
H 2.1764 1.0222 -0.1030
```


ii) The following is a DFT calculation (ωB97M-V with the def2-TZVPD basis set) of C2H6O2Rb as an isolated structure.

Output
Lowest unoccupied orbital energy, eV: -4.16
Gap between HOMO and LUMO, hartree: 0.344
Net charge: +1

```
11
C2H6O2Rb | the OMol25 dataset | ωB97M-V with the def2-TZVPD basis set
Rb 2.7765 2.3598 1.1140
C -0.2463 -1.1105 0.1822
C -0.8072 0.2787 0.1019
O 0.2830 1.2245 -0.0436
O 0.3289 -1.5335 -1.0358
H -1.0592 -1.8036 0.3990
H 0.4685 -1.1840 1.0147
H -1.3639 0.5182 1.0101
H -1.4723 0.3458 -0.7585
H 0.0340 1.8507 -0.7296
H 1.0580 -0.9462 -1.2544
```


The relative energies come out as i) 4.2; ii) 0.0, with values in kcal/mol.